Entry 1:
Molecular formula: C26H64F6NO28S10
Method: DFT, ωB97M-V/def2-TZVPD

The geometry in XYZ format:
```
135
C26H64F6NO28S10 | OMol25 | ωB97M-V/def2-TZVPD
C 1.76108 -1.38251 0.31268
F 2.67764 -0.67047 1.04425
F 2.50239 -2.18514 -0.51140
F 1.04118 -2.03608 1.27129
S 0.54502 -0.03994 -0.55987
O 1.33941 0.60427 -1.61413
O -0.68432 -0.82196 -0.94048
N 0.33279 0.93933 0.79717
S -0.21706 2.30936 0.28568
O 0.58872 3.44351 0.87298
O -0.51862 2.48531 -1.14459
C -2.01952 2.31795 1.01160
F -1.99772 2.70207 2.36158
F -2.66699 3.36931 0.37085
F -2.59291 1.10300 0.83505
O -3.27795 0.34104 4.34556
S -2.22268 -0.66608 4.64828
O -1.41784 -0.60723 5.91321
O -2.85015 -2.19385 4.39037
C -2.14935 -3.34998 4.94372
C -3.04198 -4.53239 4.83654
C -1.01148 -0.77149 3.23892
H -2.02479 -3.19867 6.01596
H -1.17992 -3.59160 4.50792
H -3.97057 -4.39706 5.39108
H -2.62844 -5.46598 5.21797
H -3.40583 -4.68891 3.82105
H -1.45476 -1.25746 2.36976
H -0.23326 -1.44444 3.59893
H -0.67043 0.23852 3.01165
O 2.18328 -2.84988 7.58708
S 2.84899 -1.57021 7.56175
O 3.94851 -1.26374 8.48548
O 3.21172 -1.13369 6.04028
C 2.10251 -1.48888 5.12099
C 1.73425 -3.01493 4.77497
C 1.42609 -0.49215 8.01586
H 2.47380 -0.99583 4.22259
H 1.22446 -0.94795 5.47387
H 1.55341 -2.98881 3.70039
H 0.87272 -3.27900 5.38826
H 2.58596 -3.68277 4.90413
H 1.66055 0.55464 7.82255
H 1.36769 -0.56300 9.10198
H 0.47373 -0.87475 7.64882
O 6.27192 3.64601 1.90452
S 5.69858 2.30420 1.92733
O 6.43575 1.01868 1.83464
O 4.66409 2.26984 3.24229
C 3.59237 1.31462 3.31889
C 2.28910 2.06637 3.42491
C 4.55288 2.30918 0.52632
H 3.53657 0.65583 4.18548
H 3.72621 0.61232 2.49612
H 1.49036 1.48209 2.96804
H 2.13187 2.96688 2.83122
H 2.01324 2.23857 4.46527
H 5.19938 2.32273 -0.35115
H 3.89903 3.17598 0.43022
H 4.02827 1.35373 0.52617
O 2.92003 -3.00326 -7.41440
S 2.10061 -1.95494 -6.85896
O 0.88708 -2.30304 -6.07120
O 3.15084 -1.03796 -5.86700
C 2.56681 -0.23130 -4.88723
C 3.47697 0.07948 -3.71610
C 1.64088 -0.70549 -8.15492
H 1.81888 -0.87430 -4.42328
H 2.14405 0.70091 -5.26187
H 3.13107 0.94099 -3.14491
H 4.52459 0.14137 -4.01066
H 3.41642 -0.79993 -3.07495
H 1.05617 -1.36511 -8.79610
H 2.52762 -0.27046 -8.61596
H 1.06242 0.05614 -7.63204
O 1.44116 2.52338 -7.10153
S 0.60318 3.03043 -6.00506
O -0.49989 2.19266 -5.50930
O 1.68468 3.26364 -4.76117
C 1.24697 3.47146 -3.47639
C 2.44543 3.99557 -2.69617
C 0.12573 4.82409 -6.35580
H 1.11817 2.53288 -2.93735
H 0.26594 3.94527 -3.51090
H 3.38786 3.45193 -2.62997
H 2.04466 4.24270 -1.71310
H 2.84393 4.88099 -3.19148
H 1.11953 5.17427 -6.63479
H -0.41832 5.20444 -5.49125
H -0.50819 4.83957 -7.24236
O 0.53511 -8.43986 -0.80153
S 1.03590 -7.05461 -0.50070
O 2.01358 -6.76111 0.48757
O 1.46113 -6.40882 -1.88898
C 2.25965 -5.26221 -1.98287
C 2.45942 -4.61328 -3.38136
C -0.42263 -6.05161 -0.17366
H 3.26385 -5.45078 -1.60324
H 1.85380 -4.41102 -1.43620
H 3.22952 -3.84921 -3.27537
H 1.50391 -4.23552 -3.74524
H 2.87838 -5.42936 -3.97006
H -1.17402 -6.37759 -0.89286
H -0.25023 -4.98061 -0.28009
H -0.76412 -6.27636 0.83677
O -6.37717 -4.49403 -0.87226
S -5.10996 -3.81862 -0.48975
O -3.86028 -4.26158 -1.08365
O -5.29594 -2.25467 -0.80592
C -4.23908 -1.36870 -0.54934
C -4.30060 -0.29423 -1.59084
C -4.79043 -3.76314 1.38611
H -3.20985 -1.63337 -0.30699
H -4.67497 -0.92648 0.34651
H -3.96127 -0.71741 -2.53629
H -3.67152 0.57025 -1.37858
H -5.30087 0.11727 -1.72587
H -5.58434 -3.08757 1.70455
H -3.76794 -3.38782 1.42785
H -4.88508 -4.76558 1.80354
O -3.44071 8.28614 -2.69152
S -3.17295 7.22302 -1.77876
O -2.08494 7.35114 -0.81870
O -4.61835 6.81791 -1.03112
C -4.61126 5.85628 0.04612
C -6.03540 5.62585 0.38453
C -2.69255 5.75865 -2.80377
H -3.97797 6.24742 0.84239
H -4.35041 4.83723 -0.23953
H -6.79213 6.39998 0.25731
H -6.17080 5.19890 1.37826
H -6.45705 4.83620 -0.23736
H -2.24252 4.98293 -2.18422
H -1.84642 6.18113 -3.34569
H -3.43501 5.43969 -3.53529
```

As for the total energy: -7771.06936 Ha. As for the spin multiplicity: 2.

Atomic partial charges in e from the Löwdin method, atoms 1 to 5: -0.48 0.08 0.15 0.10 0.77

=====

Entry 2:
Molecular formula: C26H64N3O7
Method: DFT, ωB97M-V/def2-TZVPD

The geometry in XYZ format:
```
100
C26H64N3O7 | OMol25 | ωB97M-V/def2-TZVPD
C -0.09961 -1.16738 -1.08569
O -0.14609 -0.08291 -0.13362
H -1.06884 -1.65729 -1.17895
H 0.38619 -1.07354 -2.05691
H 0.49183 -1.95817 -0.62421
C 0.79474 -0.30935 3.68101
C -0.14956 -0.50695 2.44574
N -0.56134 -2.02210 2.18849
C 0.66974 -2.67710 1.62168
C -0.96663 -2.68723 3.58583
C -1.40086 -4.18270 3.53622
C -1.68306 -2.04366 1.16463
C -3.18875 -1.85561 1.65112
O -3.33591 -0.52080 2.23313
C -4.65587 -0.28473 2.61969
H 0.18936 -0.44346 4.57747
H 1.18329 0.70513 3.77019
H 1.62058 -1.01987 3.64577
H 0.15709 -0.13725 1.46728
H -1.10342 -0.00642 2.61227
H 0.32629 -3.69021 1.41252
H 1.42813 -2.75725 2.40048
H 1.06203 -2.16898 0.74076
H -1.67649 -1.93588 3.93174
H -0.09662 -2.66179 4.24198
H -1.91755 -4.46446 2.61876
H -2.17536 -4.32211 4.29042
H -0.59207 -4.91331 3.54920
H -1.76216 -3.07375 0.81712
H -1.38536 -1.32453 0.40153
H -3.48258 -2.59016 2.40093
H -3.83747 -1.96007 0.78144
H -4.73398 0.47407 3.39829
H -5.01953 -1.11911 3.21943
H -5.31990 0.02419 1.81239
C 2.56422 -0.89177 1.70217
C 3.62005 -0.19296 0.82971
N 3.19176 0.21201 -0.61726
C 4.39983 0.88993 -1.36654
C 2.69702 -1.07050 -1.38266
C 2.13720 -0.77690 -2.82164
C 2.00951 1.26330 -0.60468
C 2.10889 2.48241 0.34943
O 3.37300 3.06781 0.41449
C 3.41396 4.17978 1.28955
H 2.55552 -1.92444 1.35344
H 1.57917 -0.42685 1.66205
H 2.86085 -0.97511 2.74772
H 4.57532 -0.71239 0.75397
H 3.85847 0.81376 1.17288
H 4.87128 1.73764 -0.86933
H 3.96110 1.23475 -2.30287
H 5.17959 0.16676 -1.60551
H 1.94052 -1.56285 -0.77159
H 3.59439 -1.68734 -1.43104
H 2.92170 -0.33791 -3.43804
H 1.22609 -0.18581 -2.91421
H 1.81005 -1.70808 -3.28421
H 1.10139 0.72820 -0.32704
H 1.91128 1.61569 -1.63146
H 1.88373 2.19264 1.37580
H 1.31521 3.19911 0.13844
H 4.44325 4.50527 1.44029
H 2.89665 3.91104 2.21056
H 2.85956 5.02554 0.88282
C -3.58220 -0.18695 -2.09609
C -2.19912 0.50441 -1.83163
N -2.22078 2.06597 -1.90402
C -3.08377 2.66592 -3.06332
C -3.00686 2.44959 -0.56703
C -3.20467 3.96043 -0.40124
C -0.84206 2.76716 -1.87894
C 0.26672 2.04952 -2.52091
O -0.06300 1.73529 -3.85470
C 0.49086 0.51738 -4.43967
H -4.31425 0.02982 -1.31814
H -3.32637 -1.24418 -2.02600
H -4.06626 -0.00986 -3.05652
H -1.53856 0.09967 -2.59840
H -1.78913 0.12525 -0.89555
H -4.06445 2.19064 -3.04100
H -2.53328 2.39679 -3.96478
H -3.01716 3.75328 -3.09943
H -2.42426 2.01336 0.24437
H -3.98353 1.96612 -0.54502
H -2.54103 4.40989 0.33746
H -4.24051 4.08871 -0.08713
H -3.12468 4.61810 -1.26679
H -0.57617 2.96116 -0.83983
H -0.99793 3.68011 -2.45368
H 0.49053 1.11228 -2.01141
H 1.14614 2.69202 -2.56457
H 1.56065 0.41061 -4.26013
H 0.24759 0.39826 -5.49548
H 0.06296 -0.38316 -3.99918
O 2.34126 -3.09601 -0.77139
C 2.52215 -3.91795 0.29970
O 1.78433 -3.73750 1.26050
O 3.49848 -4.67037 0.41429
H 1.51774 -2.77362 -0.39792
```

As for the total energy: -1719.02117 Ha. As for the total charge: +1.

Atomic partial charges in e from the Löwdin method, atoms 1 to 5: -0.22 -0.39 0.09 0.05 0.04